{
  "formula": "C2H4N2Si2",
  "method": "ωB97M-V with the def2-TZVPD basis set",
  "symbols": ["H", "Si", "N", "H", "C", "C", "H", "H", "Si", "N"],
  "positions_angstrom": [[-2.80131, -1.26158, 0.52432], [-1.96866, -0.21332, -0.05586], [-0.81917, -0.97723, -1.37974], [2.19276, 1.06463, -1.04865], [1.38166, 0.99160, 1.24336], [-0.15198, -0.46325, -0.43753], [2.44526, -1.32502, -0.14216], [-2.84075, 0.86400, -0.58081], [1.80174, -0.09776, -0.23467], [0.76046, 1.41792, 2.11173]],
  "forces_ev_per_a": [[0.2, -0.2, 0.3], [1.2, -0.6, -1.3], [-0.4, 0.5, 0.9], [0.4, -0.7, -0.7], [0.5, -1.2, 0.4], [-0.2, 0.2, -0.7], [1.3, -1.3, 0.3], [0.5, 0.0, 0.1], [-3.6, 2.8, 0.5], [0.1, 0.5, 0.2]],
  "e_above_lowest_kj_mol": 172.99,
  "total_energy_ev": -20871.039,
  "homo_ev": -8.454,
  "molar_mass_g_mol": 112.240
}